*A*
H16O8 | ωB97M-V/def2-TZVPD

E_HOMO	-9.63	eV
net charge	0
frontier orbital gap	0.362	hartree

Cartesian coordinates (Å):
O -1.32616 0.00666 0.31495
H -1.61359 0.50669 1.15121
H -0.60232 0.50382 -0.09303
O -4.46113 -1.19780 0.70656
H -4.89105 -0.46393 0.19477
H -4.05986 -0.64245 1.31637
O 3.65816 -0.71416 2.55276
H 3.09567 -0.42771 1.81869
H 4.17084 -1.29003 2.04919
O 2.90397 1.87081 -0.00212
H 3.50316 1.18438 0.14444
H 3.48398 2.51426 -0.40887
O 3.21750 -1.64225 -1.80119
H 2.64378 -1.20043 -1.18706
H 2.71075 -1.77838 -2.65583
O -1.36206 -1.55566 -0.64460
H -1.08688 -2.10697 -1.33451
H -2.00990 -1.99455 -0.10730
O 1.08881 1.36139 -0.72455
H 0.23237 1.24604 -1.25419
H 1.47847 1.89720 -1.39434
O -3.64576 1.66444 -0.24705
H -3.48293 1.20626 0.56350
H -4.15914 2.49840 -0.04117


*B*
H16O8 | ωB97M-V/def2-TZVPD

E_HOMO	-11.17	eV
net charge	0
frontier orbital gap	0.416	hartree

Cartesian coordinates (Å):
O 4.14379 -2.27472 1.32917
H 4.82534 -1.89650 1.88473
H 4.59316 -2.49227 0.51249
O 0.63573 0.53339 -4.53410
H 0.27658 0.79619 -5.38156
H 1.43373 0.05121 -4.75075
O -3.11261 3.54731 3.70307
H -3.66687 3.15523 4.37783
H -2.51844 2.84377 3.44189
O 1.57333 -7.74709 -0.07300
H 0.66129 -8.03687 -0.09420
H 1.52223 -6.79161 -0.09921
O 2.30798 3.69349 -1.64028
H 2.11486 2.77850 -1.84452
H 3.12631 3.66124 -1.14478
O -2.04400 4.76017 -0.83509
H -1.14129 4.44663 -0.78004
H -2.37509 4.69691 0.06080
O -4.29131 -1.17823 2.32435
H -3.73750 -1.24808 1.54677
H -5.01434 -0.61224 2.05398
O -0.04838 -0.75245 0.21563
H 0.72241 -1.26330 0.46288
H 0.01308 -0.67068 -0.73608


*C*
H16O8 | ωB97M-V/def2-TZVPD

E_HOMO	-10.28	eV
net charge	0
frontier orbital gap	0.127	hartree

Cartesian coordinates (Å):
O 1.07389 1.07186 2.09297
H 1.45932 1.39535 2.93817
H 0.26318 -1.48428 3.48242
O -0.55243 -0.27565 -3.16327
H -1.27873 -0.21118 -3.80059
H -0.34784 0.90884 -2.14397
O -1.00318 2.23466 0.94660
H -1.98192 -0.28556 -0.03060
H -0.81942 2.10584 -0.00195
O 2.53265 1.01366 -0.19622
H 2.14598 1.15134 0.68756
H 2.39245 0.07862 -0.38074
O -0.04919 1.47056 -1.36241
H -0.31749 1.69945 1.37830
H 0.91936 1.52344 -1.28600
O 0.32626 -1.21636 2.57416
H 0.64581 -0.25445 2.53258
H -2.34921 0.10640 0.46356
O 0.17941 -1.70401 0.48217
H -0.38693 -1.66062 1.27460
H -0.40697 -1.79725 -0.33314
O -1.05597 -2.02866 -1.71424
H -0.39943 -2.64165 -2.01626
H -0.98961 -1.20036 -2.42370


Which one sits at the bottom of the stability order? *C* does.


*A*
C5H18IO5 | ωB97M-V/def2-TZVPD

E_HOMO	-5.04	eV
net charge	-1
frontier orbital gap	0.306	hartree

Cartesian coordinates (Å):
I -0.70092 0.06948 0.13114
C -4.78541 -1.43136 1.15519
O -4.10915 -1.12341 -0.02636
H -4.37009 -2.32091 1.65100
H -4.76628 -0.62511 1.90014
H -5.83513 -1.63971 0.94715
H -3.18656 -0.91063 0.19424
C -1.96709 -4.11657 -0.28921
O -0.69156 -3.52417 -0.40128
H -2.76653 -3.38118 -0.45781
H -2.06628 -4.86859 -1.07372
H -2.15387 -4.54906 0.70012
H -0.77169 -2.57350 -0.21995
C 0.78430 2.72550 -2.83280
O 1.55018 1.99552 -1.89245
H 0.39662 2.06788 -3.61944
H -0.07476 3.22244 -2.36715
H 1.39285 3.51154 -3.28417
H 0.91954 1.64887 -1.23687
C 2.81221 2.07428 1.47649
C 3.91064 1.76318 0.48510
O 4.95344 1.03828 1.14507
O 2.25414 0.89446 2.00032
H 2.03971 2.71914 1.03646
H 3.25001 2.65217 2.29563
H 4.34639 2.67507 0.07609
H 3.52922 1.17693 -0.35570
H 4.53824 0.23727 1.48485
H 1.56784 0.59217 1.37795


*B*
C5H18IO5 | ωB97M-V/def2-TZVPD

E_HOMO	-3.88	eV
net charge	-1
frontier orbital gap	0.248	hartree

Cartesian coordinates (Å):
I 10.30751 19.44839 16.93604
C 13.36449 24.86779 17.55795
O 13.66662 23.88965 16.58201
H 13.69862 25.89267 17.39647
H 12.27735 24.86650 17.63694
H 13.82154 24.49074 18.47285
H 13.19981 23.07331 16.77510
C 9.94856 22.69973 11.93650
O 10.10132 21.31575 11.82185
H 9.55359 22.94030 10.94947
H 9.27017 23.08017 12.70014
H 10.87450 23.27394 11.96831
H 10.45662 20.93329 12.62751
C 12.77919 20.79565 22.83630
O 13.40633 20.05948 21.81363
H 11.92486 20.20412 23.16543
H 13.48793 21.01423 23.63506
H 12.46249 21.78183 22.49684
H 12.76482 19.86013 21.12783
C 6.26371 14.35558 16.25747
C 7.45930 13.91669 17.04331
O 7.79184 14.80379 18.10509
O 5.12825 14.55980 17.12965
H 5.93853 13.62029 15.52147
H 6.46503 15.20441 15.60396
H 8.33390 13.68556 16.43524
H 7.28206 12.94904 17.51271
H 8.11965 15.64408 17.77636
H 5.16681 15.34327 17.68310


Which one sits at the bottom of the stability order? *B* does.


*A*
CH4O2S2 | ωB97M-V/def2-TZVPD

E_HOMO	-8.37	eV
net charge	0
frontier orbital gap	0.318	hartree

Cartesian coordinates (Å):
C 0.93894 -1.70538 -0.19735
O 0.25064 -1.17714 -1.25879
O 1.79402 -1.14163 0.43923
S -0.72137 1.99247 0.06722
S -2.11635 1.41177 1.33670
H 0.55362 -2.76556 0.11014
H -0.54922 -1.69172 -1.59122
H 0.61338 1.81388 0.57441
H -0.76367 3.26331 0.51966


*B*
CH4O2S2 | ωB97M-V/def2-TZVPD

E_HOMO	-9.79	eV
net charge	0
frontier orbital gap	0.353	hartree

Cartesian coordinates (Å):
O 0.89209 -0.93447 0.20978
C 0.72677 0.35245 0.46745
O 1.18683 1.18876 -0.83943
S -0.99770 1.03622 0.92739
S -2.01011 -0.24480 -0.40776
H 0.08808 -1.26564 -0.22344
H 1.52397 0.53483 1.21652
H 1.24106 0.57127 -1.53261
H -2.65100 -1.23861 0.18210


*C*
CH4O2S2 | ωB97M-V/def2-TZVPD

E_HOMO	-9.37	eV
net charge	0
frontier orbital gap	0.342	hartree

Cartesian coordinates (Å):
O 1.23326 0.90730 -0.56624
C 0.57844 -0.32466 -0.42080
O 0.84077 -0.83810 1.19141
S -1.09238 -0.66746 -0.58770
S -2.18026 0.61133 0.73973
H 0.79965 1.58870 -0.06341
H 1.26650 -0.96567 -1.12263
H 1.26402 -1.70812 1.06580
H -2.71000 1.39666 -0.23616


Which one sits at the bottom of the stability order? *A* does.


*A*
C2 | ωB97M-V/def2-TZVPD

E_HOMO	-9.08	eV
net charge	0
frontier orbital gap	0.234	hartree

Cartesian coordinates (Å):
C -0.89827 -0.47979 0.00876
C 0.89827 0.47979 -0.00876


*B*
C2 | ωB97M-V/def2-TZVPD

E_HOMO	-8.79	eV
net charge	0
frontier orbital gap	0.231	hartree

Cartesian coordinates (Å):
C 0.00000 0.00000 1.08801
C 0.00000 0.00000 -1.08801


Which one sits at the bottom of the stability order? *B* does.


*A*
C2 | ωB97M-V/def2-TZVPD

E_HOMO	-8.93	eV
net charge	0
frontier orbital gap	0.232	hartree

Cartesian coordinates (Å):
C 0.00000 0.00000 1.05286
C 0.00000 0.00000 -1.05286


*B*
C2 | ωB97M-V/def2-TZVPD

E_HOMO	-9.65	eV
net charge	0
frontier orbital gap	0.240	hartree

Cartesian coordinates (Å):
C 0.00000 0.00000 0.91336
C 0.00000 0.00000 -0.91336


Which one sits at the bottom of the stability order? *A* does.